# C21H36N2O5

A molecular structure, C21H36N2O5 (ωB97M-V/def2-TZVPD, the OMol25 dataset).

Structure (XYZ):
```
64
C21H36N2O5 (ωB97M-V/def2-TZVPD)
H -4.772 -0.829 0.714
C -3.975 1.043 1.339
H -3.072 2.462 3.142
H -0.115 -2.770 -0.455
H 1.044 0.300 -3.171
H 0.335 -1.951 -2.831
H -0.795 1.272 0.362
O -0.061 -0.813 -4.507
H -3.581 0.619 -2.208
H -1.107 -1.691 0.538
H -2.583 1.482 -1.024
H -0.734 1.932 -2.683
O 2.183 -2.113 0.502
H 5.436 -2.180 -0.041
H 4.507 -2.827 1.327
H 2.996 0.553 0.786
N 0.293 0.542 2.060
C 0.316 1.389 3.269
H -0.935 3.051 3.818
H -2.031 -2.126 -2.112
C -1.000 0.990 -3.172
C 0.970 -0.642 2.010
C -0.936 2.266 3.060
C 0.219 0.427 -3.888
H 3.015 -1.958 -1.990
H -0.326 3.689 1.314
H 4.258 -0.717 -1.756
H -0.618 -2.712 -4.119
H 3.755 -0.509 1.987
C 3.399 -1.471 0.080
H 2.095 2.401 2.311
H -5.044 0.503 -0.419
C -0.101 2.764 1.838
H -2.433 1.030 3.927
H -2.181 0.132 1.567
C -1.524 -0.021 -2.154
O 1.410 -1.179 3.007
C -4.306 0.037 0.240
H 4.700 0.149 0.635
H 1.209 3.397 3.516
H 2.561 -0.300 -1.559
C 0.074 1.512 0.969
C 3.298 -1.089 -1.395
C 1.034 -1.320 0.633
H -2.556 -1.278 -3.568
H 0.558 1.096 -4.678
C -0.167 -2.245 0.499
H 0.950 1.609 0.321
H -1.778 1.210 -3.910
H 0.530 0.827 4.170
C 1.130 2.606 2.775
H -0.144 -2.979 1.304
C 3.728 -0.247 0.930
H 0.998 -0.558 -0.153
C -2.772 0.496 -1.474
O -3.181 -0.425 -0.473
C -2.335 1.667 3.040
H -0.755 -0.158 -1.385
H 4.206 -3.428 -0.309
C -1.742 -1.366 -2.841
O -4.804 1.850 1.715
C 4.458 -2.544 0.276
N -2.726 0.929 1.855
C -0.473 -1.787 -3.562
```

E_tot: -1307.4889 a.u.
Orbital gap: 0.3619 Ha
Charge: 0

These are the Mulliken partial charges, in e, on atoms 1 to 4:
1 H 0.3711
2 C 0.6765
3 H 0.5770
4 H 0.3538